Formula: C41H24BCrF4N10
Source: OMol25
Level of theory: wB97M-V/def2-TZVPD

XYZ file:
```
81
Properties=species:S:1:pos:R:3:mulliken_charge:R:1
C -2.815 -0.223 0.985 -0.385
N 2.295 1.959 -1.585 -0.546
C 2.603 0.271 -3.344 0.667
C -5.080 -1.132 -4.925 -0.577
N 0.421 -1.442 1.304 1.037
N -1.884 -0.458 -1.680 0.484
N -0.736 -0.833 -3.738 -0.591
C -3.705 -1.054 -4.797 -0.344
C -4.201 -0.941 3.057 -0.507
H 2.198 -1.203 -0.370 -0.138
C 3.945 0.277 -3.695 -0.483
C 1.336 4.460 2.413 -0.429
C 1.411 -1.192 3.495 0.959
C 2.155 -1.608 -4.825 -0.477
H 1.475 -2.357 -5.203 0.512
H 4.402 0.594 1.781 0.450
C -2.218 0.469 3.076 0.330
H -4.931 -1.524 2.515 0.528
N 0.685 1.646 0.165 0.402
H -6.044 -0.813 -1.677 0.529
C -4.028 -0.832 -2.399 0.298
N -1.614 0.422 0.865 0.648
C 3.557 0.114 2.256 -0.429
C -1.835 -0.707 -3.022 -0.243
H -1.412 -3.070 3.577 0.427
F 0.090 -2.248 -1.216 0.121
H -6.992 -1.094 -3.965 0.396
H -3.337 -0.015 6.202 0.403
H -1.286 -2.553 1.143 0.745
C 0.338 -1.931 4.031 -0.987
H 3.490 -0.098 -0.318 0.365
C 2.147 5.544 2.141 -0.600
N -3.587 -0.609 -0.009 -0.578
F 2.282 -2.748 -1.489 -0.449
C 3.482 0.017 3.645 -1.007
N 2.629 -0.418 0.096 0.275
N -0.350 1.834 2.320 -0.369
C 0.430 -0.436 -3.286 -0.193
C -1.280 0.935 2.089 -0.362
H 2.189 6.370 2.839 0.418
H 3.897 -2.391 -5.779 0.381
F 1.021 -3.996 -0.093 -0.401
H 4.621 0.986 -3.242 0.534
H -4.983 -1.361 4.998 0.395
C 2.893 5.610 0.962 -0.619
C -5.405 -0.904 -2.541 -0.340
C 2.834 4.605 0.016 -0.336
H 4.283 0.436 4.236 0.380
C -3.190 -0.277 2.375 0.596
H 3.495 6.487 0.776 0.391
C 1.866 0.946 -2.304 -0.805
C -3.280 -0.072 5.124 -0.653
C -0.531 -2.175 1.823 -0.579
H 0.731 4.413 3.305 0.542
C 0.470 2.247 1.374 -0.740
C -5.921 -1.054 -3.814 -0.603
C 1.436 -1.028 2.086 0.240
C 1.280 3.434 1.479 0.384
C 2.450 -0.636 4.266 -0.881
H -3.057 -1.087 -5.659 0.521
H -1.526 1.174 4.976 0.553
C -4.227 -0.832 4.434 -0.674
C -0.604 -2.465 3.193 -1.216
C 3.504 -1.616 -5.137 -0.649
C -3.176 -0.901 -3.524 0.073
C 4.381 -0.676 -4.597 -0.484
B 1.038 -3.328 -1.293 -0.026
C -2.267 0.589 4.456 -0.331
H 2.427 -0.750 5.341 0.406
H 0.271 -2.068 5.101 0.405
H -5.523 -1.234 -5.907 0.395
Cr -0.369 0.181 -0.606 1.045
H 3.369 4.668 -0.920 0.529
C 2.570 -0.430 1.457 -0.257
C 1.672 2.343 -0.488 -0.429
H 5.428 -0.720 -4.861 0.386
F 0.726 -4.147 -2.335 -0.365
C -3.174 -0.606 -1.259 -0.568
N 0.616 0.396 -2.220 0.887
C 1.706 -0.646 -3.935 0.231
C 2.028 3.506 0.282 0.383
```

Its energy above the lowest of the compared OMol25 structures with the same formula, charge and spin is 1.3292 eV. The net charge is -1. As for the spin multiplicity: 5. The calculation puts the molar mass at 795.51 g/mol.


Formula: C41H28BaCl2IN7O4S
Source: OMol25
Level of theory: wB97M-V/def2-TZVPD

XYZ file:
```
85
Properties=species:S:1:pos:R:3:mulliken_charge:R:1
N 2.102 -3.171 -0.038 0.116
C 4.030 2.435 1.122 -0.815
C -0.485 3.723 4.397 -1.103
C -1.628 3.524 1.975 -0.251
H -3.399 -3.455 -2.526 0.421
S 2.131 2.365 5.097 -0.378
O -1.213 -0.879 0.802 -0.898
N -0.325 -2.821 -1.355 0.255
C -2.128 4.477 2.846 -1.074
H -5.801 1.626 -1.204 0.533
C -1.789 1.303 -0.626 -0.686
O 1.592 -5.449 0.031 -0.849
H -1.659 -1.706 -2.433 0.170
H 6.235 -1.240 0.158 0.557
C 2.664 0.284 3.731 -0.691
I 0.836 -0.098 -3.083 0.411
H 1.696 4.867 0.954 0.393
C -2.427 -0.801 0.387 -0.119
H -4.230 2.340 -1.560 0.131
C -4.824 1.421 -1.648 -0.855
H -6.049 -0.712 -0.767 0.385
N -1.276 1.942 -1.598 -0.018
H -0.022 3.754 5.373 0.365
H -1.885 5.269 4.841 0.392
H 4.938 2.125 1.620 0.429
C -0.016 2.810 3.433 -0.058
H -3.550 3.211 -5.319 0.362
C -2.991 -2.894 1.663 -1.209
C -0.806 0.957 -3.787 -0.065
C 4.268 -2.057 0.144 -0.216
C -2.534 2.609 -3.545 -0.868
C 1.509 0.817 3.042 0.079
H 3.611 -5.396 0.194 0.720
H 3.813 4.291 2.173 0.352
Ba 1.071 -0.788 0.622 1.772
C 4.199 0.307 -0.202 -0.029
C 5.654 -2.148 0.183 -0.304
C 5.562 -4.530 0.245 0.080
C 4.179 -4.481 0.189 -0.762
H 0.787 3.228 -0.674 0.318
N -0.614 2.717 2.240 0.218
N -4.638 -1.746 0.318 -0.627
H -2.954 5.110 2.553 0.423
C -5.007 -0.732 -0.463 -0.941
H -0.486 0.269 -5.779 0.392
H -2.263 1.650 -6.772 0.376
C -0.061 -3.991 -0.780 0.500
C -4.171 0.298 -0.882 1.162
C 1.130 1.949 3.711 0.243
C 2.235 3.953 0.746 -0.727
H 3.931 0.746 5.456 0.454
C 3.405 3.630 1.416 -0.454
N 3.621 -0.819 0.211 0.431
C 3.447 1.593 0.180 0.612
C -1.081 0.915 -5.149 -0.559
H -3.068 3.307 -2.919 0.449
C 3.493 -3.272 0.123 -0.415
N 2.305 1.882 -0.442 0.057
C 3.088 0.975 4.825 -0.478
O -5.101 1.116 -3.008 -0.602
C -1.587 1.772 -2.953 0.590
C -1.532 4.563 4.099 -0.350
H -2.925 -5.667 -1.426 0.369
C -2.831 0.254 -0.476 0.485
C -2.194 -4.869 -1.417 -0.442
C 6.299 -3.373 0.239 -0.006
Cl 6.337 -6.097 0.322 -0.278
H -1.326 1.534 0.336 0.578
H -3.019 -2.567 2.705 0.318
H 3.188 -0.610 3.418 0.370
C 1.724 3.045 -0.162 -0.020
Cl 8.045 -3.399 0.305 -0.279
C -2.073 1.699 -5.710 -0.790
C -2.788 2.566 -4.903 -0.321
C -2.459 -3.655 -2.032 -0.998
H -0.682 -5.968 -0.319 0.444
H -3.677 -3.732 1.549 0.358
C -3.394 -1.784 0.749 0.510
C -1.486 -2.672 -1.971 0.167
O 5.258 0.483 -0.817 -0.743
H -4.255 0.966 -3.446 0.391
C -0.973 -5.043 -0.794 -0.429
H -2.070 3.407 0.989 0.568
C 1.340 -4.253 -0.184 -0.180
H -1.972 -3.217 1.460 0.185
```

Its energy above the lowest of the compared OMol25 structures with the same formula, charge and spin is 0.9787 eV. The net charge is -2. As for the spin multiplicity: 1. The calculation puts the molar mass at 1049.93 g/mol.